[1]
Entry from the OMol25 dataset: 6 unconnected molecules or ions with the total composition C37H40F40NO6 in a non-equilibrium geometry (wB97M-V/def2-TZVPD).

The molar mass is 1354.65 u. Its net charge is +1. For the total energy, the calculation gives -161480.503 eV. The lowest unoccupied orbital energy comes out at -4.4 eV. The calculation puts the frontier orbital gap at 8.12 eV.

Atoms and positions in Å:
C -5.90634 -2.59843 -6.51945
C -4.52379 -2.06573 -5.82437
C -4.01775 -3.05354 -4.64839
C -3.40550 -4.41772 -5.31053
C -1.89051 -4.24144 -5.83493
C -3.64099 -5.67337 -4.35302
C -4.59275 -6.81240 -4.87710
C -4.92894 -8.06369 -4.00280
C -4.25815 -8.14683 -2.60645
C -3.31487 -6.97477 -2.17458
O -2.71073 -7.13028 -0.87506
N -3.05808 -5.80695 -3.01519
C -2.15848 -4.76106 -2.44623
C -2.71851 -4.02813 -1.13162
H -6.78441 -1.88660 -6.34940
H -5.73370 -2.61676 -7.66371
H -6.14259 -3.68976 -6.23449
H -4.75377 -1.00284 -5.45814
H -3.72019 -2.06158 -6.65886
H -3.27900 -2.57075 -3.92237
H -4.95608 -3.37273 -4.04512
H -4.05200 -4.58955 -6.25659
H -1.87697 -3.89399 -6.92136
H -1.43589 -3.36883 -5.21970
H -1.21317 -5.14702 -5.62701
H -5.05873 -6.73861 -5.91795
H -5.64761 -8.82828 -4.44898
H -4.46104 -9.03767 -1.90397
H -1.85360 -7.59588 -1.05358
H -1.18576 -5.30408 -2.13024
H -1.83920 -3.95090 -3.18118
H -3.37217 -3.10194 -1.36003
H -1.79084 -3.64891 -0.55070
H -3.30382 -4.70295 -0.42023
C 0.54565 1.53444 -2.85518
C 0.43427 0.51315 -4.00684
C -0.89666 0.49226 -4.76286
F -1.94105 0.18299 -3.97220
F -0.86548 -0.45405 -5.74169
F 0.74679 -0.71990 -3.53402
F 1.41281 0.82531 -4.90635
O 0.29923 1.04760 -1.52712
C -1.06120 0.98955 -1.13147
C -1.54808 -0.44218 -0.88307
F -1.39076 -1.21775 -1.98002
F -2.86858 -0.45890 -0.57978
F -1.81308 1.65283 -2.02951
F -1.14402 1.70237 0.01817
H 1.59315 1.84797 -2.82978
H -0.01031 2.45386 -3.05940
H -1.09384 1.45657 -5.23949
H -0.99749 -0.90549 -0.06207
C 1.95624 1.10248 2.02500
C 1.27266 0.17900 3.05546
C 0.60883 0.88011 4.24374
F 1.48063 1.58918 4.98734
F 0.05290 -0.03471 5.07800
F 2.16269 -0.75312 3.47161
F 0.29985 -0.51077 2.38742
O 3.37355 1.27827 2.15880
C 3.82016 2.25633 3.07777
C 4.59917 1.65311 4.25364
F 3.86076 0.74581 4.93248
F 4.94758 2.61376 5.14090
F 2.77736 3.01493 3.46799
F 4.63483 3.07698 2.37786
H 1.84176 0.61211 1.05374
H 1.43679 2.05836 1.91032
H -0.18838 1.55008 3.90819
H 5.50541 1.15396 3.90580
C 0.01377 1.30496 -9.93470
C -0.93538 1.72670 -8.79386
C -1.92034 0.66034 -8.30917
F -2.75993 0.24784 -9.27543
F -2.70062 1.15865 -7.31186
F -1.58148 2.86008 -9.15647
F -0.14628 2.07143 -7.72961
O -0.36147 1.67359 -11.26919
C -1.26444 0.82148 -11.94626
C -2.60696 1.50016 -12.24784
F -3.20998 1.94076 -11.12236
F -3.46311 0.62923 -12.83446
F -1.39665 -0.33079 -11.25867
F -0.66059 0.49184 -13.11012
H 0.94706 1.84984 -9.76609
H 0.29696 0.25031 -9.87112
H -1.39197 -0.21003 -7.91216
H -2.46913 2.35556 -12.91146
C 6.10843 1.81922 8.26631
C 7.07957 0.75217 7.72025
C 6.54318 -0.68070 7.66617
F 6.20624 -1.15843 8.87685
F 7.49343 -1.51902 7.17566
F 8.23898 0.81362 8.41788
F 7.39473 1.12265 6.44099
O 6.24780 2.18051 9.64819
C 5.60263 1.35849 10.60069
C 6.59049 0.63746 11.52708
F 7.46084 -0.12794 10.83410
F 5.93465 -0.18905 12.37738
F 4.75845 0.51806 9.97087
F 4.82411 2.18453 11.33624
H 6.34142 2.74314 7.72930
H 5.06758 1.60678 8.00536
H 5.67040 -0.74775 7.00960
H 7.16771 1.35502 12.11283
C -1.39373 5.60890 7.97751
C -0.92839 5.34197 9.42412
C 0.23689 6.19908 9.92557
F 1.35865 6.02980 9.20255
F 0.55094 5.86158 11.20237
F -0.65936 4.02127 9.56283
F -2.00008 5.59048 10.23482
O -0.88863 4.73684 6.95461
C 0.38072 5.04194 6.41214
C 1.42927 3.96484 6.71711
F 1.57661 3.77016 8.04571
F 2.64553 4.32623 6.24005
F 0.75473 6.27260 6.81119
F 0.20180 5.12375 5.07140
H -2.47159 5.42350 7.96956
H -1.29470 6.66131 7.69665
H -0.02604 7.26098 9.91794
H 1.14907 3.01153 6.26888

=====

[2]
Entry from the OMol25 dataset: a molecular structure, C20H23Br2F9GaO6S (wB97M-V/def2-TZVPD).

The molar mass is 791.98 u. Its net charge is -1. For the total energy, the calculation gives -261152.251 eV. The lowest unoccupied orbital energy comes out at 2.3 eV. The calculation puts the frontier orbital gap at 7.66 eV.

Atoms and positions in Å:
C 5.05936 0.64875 -4.43334
C 4.32836 0.06176 -3.68597
C 3.38448 -0.60138 -2.82908
Ga 1.66928 -1.16500 -3.78923
S 1.71734 -0.32861 -5.91344
C 1.50871 -3.15313 -3.85881
C 1.45530 -4.36171 -3.86415
C 0.15940 -0.51866 -2.57739
Br 0.38632 -1.16070 -0.76175
C -0.89345 0.24556 -2.83851
C -1.18985 0.82273 -4.19264
Br -2.19020 0.75988 -1.50365
H 5.73488 1.19182 -5.04440
H 3.84406 -1.46174 -2.35326
H 3.09137 0.11666 -2.06365
H 1.12352 -1.30764 -6.59865
H 1.36636 -5.41838 -3.92444
H -0.57027 1.69531 -4.37040
H -2.22542 1.15056 -4.22484
H -1.04854 0.08545 -4.96986
C 0.80773 2.73610 0.27164
C 1.81246 1.91009 1.03662
O 2.95586 2.71456 1.42982
C 2.81393 3.43810 2.51727
O 1.86242 3.50309 3.24112
C 4.11806 4.21118 2.79018
F 4.59876 4.77627 1.67891
F 5.05042 3.37735 3.27448
F 3.91269 5.17031 3.69268
H 1.28189 3.20504 -0.59236
H 0.00023 2.09429 -0.07520
H 0.38096 3.52438 0.88973
H 2.21198 1.12339 0.40147
H 1.37498 1.44558 1.91853
C -1.70513 3.27128 5.10292
C -2.67449 2.28932 4.48202
O -3.53192 2.93641 3.52011
C -2.99353 3.12859 2.32302
O -1.88773 2.84081 1.98612
C -4.03058 3.76693 1.38177
F -4.68487 4.76597 1.99167
F -4.92973 2.84702 1.00921
F -3.43969 4.24954 0.29766
H -2.24376 4.11031 5.54539
H -1.12272 2.77888 5.88052
H -1.01418 3.66586 4.35876
H -3.34965 1.87964 5.23028
H -2.15275 1.46137 4.00464
C -2.54791 -6.78866 -0.70120
C -2.44327 -5.27905 -0.67997
O -1.87531 -4.81426 0.55756
C -0.55050 -4.86116 0.62696
O 0.19718 -5.28896 -0.19548
C -0.08003 -4.21483 1.94126
F -0.77441 -4.67738 2.99506
F -0.25713 -2.89335 1.87794
F 1.20683 -4.47162 2.14972
H -3.11469 -7.14463 0.16018
H -3.05078 -7.11528 -1.61086
H -1.56132 -7.24945 -0.66911
H -3.42852 -4.82076 -0.72917
H -1.85282 -4.90384 -1.51445